{"formula": "C15H13CsN4O5", "method": "ωB97M-V with the def2-TZVPD basis set", "charge": -2, "gap_ev": 5.880, "multiplicity": 1, "fmax_ev_per_a": 1.2, "homo_energy_ev": -1.7, "species": ["Cs", "O", "C", "C", "C", "C", "C", "C", "C", "O", "N", "N", "C", "C", "C", "C", "C", "C", "C", "O", "H", "H", "H", "H", "H", "H", "H", "H", "H", "H", "N", "N", "C", "O", "O", "H", "H", "H"], "positions_angstrom": [[0.757287, -2.269058, -0.423995], [-2.165013, 3.119642, -1.311095], [-3.145213, 2.327142, -1.472795], [-4.452713, 2.852542, -1.694995], [-5.558213, 2.061242, -1.843395], [-5.443113, 0.674842, -1.775695], [-4.193313, 0.122142, -1.590595], [-3.043513, 0.892442, -1.454995], [-1.758313, 0.180942, -1.296295], [-1.639813, -1.044758, -1.395995], [-0.717413, 1.006442, -1.035395], [0.545287, 0.607242, -0.751095], [1.347187, 1.542942, -0.406195], [2.712987, 1.418242, 0.002205], [3.342687, 2.595342, 0.416705], [4.607387, 2.619842, 0.959305], [5.293987, 1.411242, 1.082205], [4.742087, 0.243642, 0.631905], [3.431487, 0.162042, 0.053205], [2.971587, -0.933258, -0.354795], [-0.967113, 2.021442, -1.028595], [-4.539413, 3.931342, -1.736095], [-6.534013, 2.512842, -2.008195], [-6.317813, 0.042342, -1.862395], [-4.071313, -0.951758, -1.545995], [0.956487, 2.573942, -0.364895], [2.793587, 3.526642, 0.318305], [5.046687, 3.549642, 1.307605], [6.273687, 1.404742, 1.550705], [5.292787, -0.686458, 0.720305], [0.429587, -3.558458, 2.862605], [0.147687, -4.921058, 2.571605], [0.557387, -5.445258, 1.270405], [0.748287, -6.664958, 1.289305], [0.643287, -4.641558, 0.338805], [1.438887, -3.394458, 2.955405], [-0.026313, -3.317458, 3.741705], [0.492287, -5.572358, 3.281205]], "forces_ev_per_angstrom": [[-0.610, 0.319, -0.509], [0.296, 0.373, 0.039], [-0.055, -0.025, 0.003], [-0.164, 0.275, -0.054], [-0.136, 0.046, 0.016], [-0.260, -0.348, -0.019], [0.075, -0.162, -0.029], [-0.238, 0.209, -0.064], [0.528, -0.296, -0.030], [-0.367, 0.110, -0.049], [-0.437, 1.142, 0.054], [0.447, -0.251, -0.002], [-0.906, 0.370, -0.287], [0.665, -0.232, 0.147], [-0.121, 0.005, 0.015], [0.177, 0.393, 0.136], [0.118, 0.071, 0.061], [0.170, -0.216, 0.076], [0.256, 0.393, 0.104], [0.674, 0.300, -0.073], [-0.107, -0.186, -0.038], [0.055, 0.070, 0.006], [0.043, 0.025, 0.020], [-0.011, -0.036, -0.030], [0.039, -0.084, -0.012], [0.018, -0.110, -0.065], [-0.084, 0.022, 0.043], [-0.029, -0.052, -0.058], [0.060, -0.054, -0.054], [-0.059, -0.056, -0.026], [0.255, 0.109, -0.032], [0.119, -0.359, 0.403], [-0.215, -0.168, 0.883], [0.088, -0.825, 0.052], [-0.013, -0.926, 0.010], [-0.346, -0.078, 0.089], [0.131, -0.055, -0.374], [-0.056, 0.289, -0.356]]}

***

{"formula": "C32H57F3N3O5Si", "method": "ωB97M-V with the def2-TZVPD basis set", "charge": 1, "gap_ev": 7.686, "multiplicity": 1, "fmax_ev_per_a": 1.4, "homo_energy_ev": -10.6, "species": ["C", "C", "O", "C", "N", "C", "N", "Si", "C", "C", "C", "N", "C", "C", "C", "C", "C", "O", "C", "C", "O", "C", "C", "C", "C", "C", "C", "C", "C", "C", "C", "C", "C", "C", "C", "H", "H", "H", "H", "H", "H", "H", "H", "H", "H", "H", "H", "H", "H", "H", "H", "H", "H", "H", "H", "H", "H", "H", "H", "H", "H", "H", "H", "H", "H", "H", "H", "H", "H", "H", "H", "H", "H", "H", "H", "H", "H", "H", "H", "H", "H", "H", "H", "H", "H", "H", "H", "C", "C", "O", "C", "O", "C", "F", "F", "F", "H", "H", "H", "H", "H"], "positions_angstrom": [[-1.136208, -4.654186, 4.699775], [-0.186249, -4.056330, 3.675597], [-0.739470, -2.929955, 2.995097], [-1.710093, -3.215575, 2.036250], [-1.272807, -2.936129, 0.658843], [-0.481377, -3.939278, 0.118453], [-1.094229, -4.877333, -0.569472], [-2.877325, -4.878855, -0.995106], [-3.312909, -3.324597, -1.909849], [-3.956719, -5.078128, 0.503751], [-3.010536, -6.322288, -2.164839], [0.851261, -3.946625, 0.330349], [1.581524, -2.638982, 0.226743], [0.762769, -1.493397, 0.783724], [-0.716767, -1.576952, 0.419857], [-1.541547, -0.514416, 1.127258], [-1.122260, 0.894151, 0.693482], [-2.208187, 1.787523, 0.659232], [-2.920834, 1.782068, -0.558711], [-2.113278, 2.330544, -1.732101], [-1.294748, 3.399326, -1.313149], [0.058283, 3.191962, -1.364418], [0.808701, 3.384993, -0.212396], [2.175587, 3.155313, -0.230024], [2.839207, 2.719709, -1.380125], [4.350762, 2.479465, -1.339659], [4.751325, 1.867684, 0.012317], [5.035217, 3.880990, -1.443141], [4.878906, 1.628223, -2.518162], [4.743747, 0.086195, -2.524707], [5.035024, -0.380444, -3.967082], [5.778353, -0.597768, -1.611455], [3.344584, -0.413168, -2.157102], [2.062579, 2.574085, -2.533172], [0.693976, 2.811825, -2.537835], [-1.785231, -5.417839, 4.272936], [-1.733062, -3.882081, 5.178018], [-0.552595, -5.149229, 5.475798], [0.128827, -4.820143, 2.958436], [0.714703, -3.689602, 4.161933], [-2.029126, -4.255585, 2.092487], [-2.579097, -2.589244, 2.220081], [-0.517744, -5.639169, -0.903676], [-2.692332, -3.203008, -2.797880], [-4.359842, -3.382170, -2.205351], [-3.185899, -2.433838, -1.294850], [-4.285185, -4.105258, 0.866420], [-3.520342, -5.653454, 1.316894], [-4.847927, -5.616102, 0.174409], [-3.409463, -7.209483, -1.677722], [-3.642260, -6.045042, -3.006137], [-2.035807, -6.591046, -2.576652], [1.304391, -4.618698, -0.279850], [2.507962, -2.737662, 0.783576], [1.806463, -2.482294, -0.827627], [1.182225, -0.558445, 0.413750], [0.840799, -1.473463, 1.869763], [-0.828081, -1.385298, -0.654033], [-1.467550, -0.626493, 2.206770], [-2.587762, -0.648986, 0.840624], [-0.610475, 0.852544, -0.274432], [-0.405186, 1.307402, 1.402582], [-3.254808, 0.767956, -0.811328], [-3.811532, 2.385270, -0.395704], [-2.809815, 2.691326, -2.491760], [-1.515915, 1.544792, -2.201028], [0.315588, 3.720981, 0.689680], [2.718647, 3.326764, 0.689038], [5.763301, 1.475245, -0.031906], [4.755418, 2.636627, 0.785826], [4.067857, 1.088882, 0.346148], [5.479001, 4.020315, -2.427474], [4.310967, 4.681321, -1.308853], [5.815384, 3.987531, -0.692211], [5.940557, 1.861585, -2.619654], [4.403152, 1.998452, -3.424339], [4.676843, -1.398893, -4.113186], [4.584827, 0.277998, -4.708187], [6.110133, -0.390205, -4.151765], [6.667698, 0.013716, -1.476732], [5.370015, -0.782498, -0.616613], [6.054384, -1.569266, -2.018948], [3.007056, -0.039989, -1.190927], [3.347293, -1.504307, -2.155230], [2.607838, -0.091757, -2.893959], [2.515392, 2.271769, -3.463459], [0.131637, 2.690518, -3.453669], [-2.641214, 3.991627, 3.244404], [-3.145492, 4.661758, 1.986983], [-4.458048, 5.232175, 2.186645], [-4.492628, 6.409685, 2.790034], [-3.568429, 7.054428, 3.182621], [-5.956952, 6.892758, 2.893274], [-6.757371, 5.911075, 3.319240], [-6.379074, 7.287376, 1.685288], [-6.045409, 7.913294, 3.732686], [-3.353557, 3.240087, 3.586188], [-1.689511, 3.502571, 3.038604], [-2.494783, 4.715927, 4.044687], [-3.271018, 3.939138, 1.189571], [-2.464102, 5.437993, 1.641532]], "forces_ev_per_angstrom": [[0.215, -0.195, 0.067], [0.026, -0.166, 0.174], [0.046, 0.056, -0.124], [-0.210, -0.074, 0.127], [0.227, 0.085, -0.045], [0.189, 0.088, 0.362], [-0.140, -0.129, 0.364], [-0.377, 0.023, -0.249], [0.408, 0.157, 0.226], [0.002, -0.015, -0.172], [0.409, 0.007, 0.228], [-0.262, 0.437, -1.306], [-0.235, -0.101, 0.402], [-0.088, 0.006, 0.397], [0.165, 0.167, -0.087], [-0.198, -0.057, -0.303], [0.207, -0.148, 0.192], [-0.044, -0.013, 0.051], [-0.069, -0.047, 0.080], [-0.095, -0.110, -0.257], [-0.076, 0.270, 0.044], [0.189, -0.059, -0.037], [0.032, 0.089, -0.154], [-0.131, 0.009, -0.031], [-0.252, -0.244, -0.163], [0.118, 0.244, 0.030], [-0.027, 0.314, 0.155], [-0.168, -0.187, -0.196], [-0.282, -0.119, 0.265], [0.118, -0.076, -0.251], [0.269, 0.124, 0.224], [-0.392, -0.010, 0.297], [-0.100, 0.210, -0.203], [0.120, 0.092, 0.240], [0.080, -0.073, 0.195], [-0.171, 0.109, -0.055], [-0.037, 0.073, 0.003], [-0.014, -0.036, 0.033], [0.018, 0.020, -0.105], [-0.011, 0.133, 0.006], [0.042, -0.058, -0.067], [-0.023, 0.057, 0.005], [-0.003, -0.046, -0.041], [-0.092, -0.028, -0.137], [-0.056, -0.021, -0.115], [-0.052, 0.012, 0.048], [0.035, 0.016, 0.154], [0.015, -0.046, 0.050], [-0.065, -0.011, 0.013], [-0.105, -0.064, -0.046], [-0.135, -0.080, -0.013], [0.005, -0.032, -0.107], [0.166, -0.188, 0.317], [0.120, -0.044, -0.081], [0.059, 0.006, -0.023], [0.035, 0.054, -0.084], [0.023, -0.041, 0.031], [0.005, -0.164, -0.080], [-0.012, 0.059, 0.088], [-0.062, -0.023, 0.073], [-0.028, 0.042, -0.047], [0.031, 0.028, -0.019], [-0.105, -0.049, -0.056], [0.017, 0.062, 0.092], [-0.028, -0.005, -0.026], [0.105, 0.026, 0.041], [-0.060, -0.007, 0.024], [0.091, -0.028, -0.003], [0.052, -0.032, 0.012], [-0.047, -0.016, 0.034], [0.049, -0.181, -0.061], [0.042, 0.057, -0.053], [0.023, 0.055, 0.149], [0.121, 0.018, -0.038], [0.071, -0.064, -0.046], [0.132, 0.129, -0.110], [-0.035, -0.069, -0.072], [-0.178, -0.075, -0.059], [0.039, 0.078, -0.049], [0.174, -0.096, -0.176], [0.016, 0.051, 0.064], [0.115, -0.041, -0.052], [0.037, -0.056, 0.124], [0.036, -0.095, 0.077], [-0.048, 0.006, -0.052], [0.045, -0.016, -0.083], [-0.061, 0.035, -0.025], [-0.118, 0.073, 0.109], [0.253, -0.100, -0.050], [0.000, -0.003, -0.023], [-0.108, -0.024, -0.032], [0.098, 0.023, 0.034], [0.205, -0.063, 0.005], [-0.081, 0.028, 0.019], [-0.083, 0.024, -0.015], [-0.083, 0.043, 0.010], [0.030, -0.043, -0.038], [0.008, -0.020, -0.024], [0.039, 0.018, -0.025], [-0.077, -0.009, -0.022], [-0.049, 0.084, 0.055]]}

***

Question: Which value of charge does entry 2 give?
Answer: +1